[1]
{
  "formula": "C41H36GeN4O5RhS",
  "method": "wB97M-V/def2-TZVPD",
  "elements": ["Rh", "C", "C", "N", "N", "C", "O", "C", "C", "C", "C", "C", "C", "C", "C", "C", "C", "C", "N", "H", "H", "H", "H", "H", "H", "H", "H", "H", "H", "H", "H", "C", "C", "C", "C", "C", "C", "C", "S", "O", "O", "N", "C", "C", "O", "O", "H", "H", "H", "H", "H", "H", "H", "H", "H", "C", "C", "C", "C", "C", "C", "Ge", "C", "C", "C", "C", "C", "C", "C", "C", "C", "C", "C", "C", "H", "H", "H", "H", "H", "H", "H", "H", "H", "H", "H", "H", "H", "H", "H"],
  "xyz": [[0.267897, 0.187020, 0.457451], [-1.110558, 1.757663, -3.346589], [-1.052810, 1.271894, -1.943161], [-0.293003, 0.314728, -1.542612], [0.489217, -0.309829, -2.481250], [1.673400, -0.565534, -2.003280], [2.057727, -0.203670, -0.833070], [2.512374, -1.458398, -2.817917], [2.846172, -2.736971, -2.117952], [3.635425, -3.678637, -2.965646], [3.959174, -3.397678, -4.249846], [3.561173, -2.185686, -4.857796], [2.827813, -1.241493, -4.124682], [-1.884714, 1.884424, -0.852153], [-2.720053, 3.065506, -1.189322], [-2.948477, 4.008598, -0.252169], [-2.277300, 3.956998, 1.000904], [-1.297654, 3.014870, 1.170429], [-0.969716, 2.106201, 0.245509], [-0.358751, 1.247555, -3.939966], [-0.940468, 2.834392, -3.364330], [-2.097454, 1.562249, -3.771000], [3.424323, -2.502173, -1.219560], [3.943298, -4.611843, -2.507151], [4.525089, -4.112822, -4.833830], [3.828444, -1.984801, -5.885359], [2.523758, -0.317385, -4.598594], [-3.255801, 3.031299, -2.128841], [-3.632083, 4.821991, -0.459130], [-2.444767, 4.712112, 1.753957], [-0.653943, 3.055471, 2.045543], [-5.244850, -5.264019, 0.136107], [-4.856462, -3.812170, 0.217941], [-5.790638, -2.848909, 0.582422], [-5.431793, -1.511559, 0.677413], [-4.131390, -1.130094, 0.401925], [-3.183910, -2.073673, 0.027389], [-3.552538, -3.405959, -0.062586], [-3.718061, 0.604775, 0.714416], [-2.877891, 0.750271, -0.669093], [-4.990014, 1.317127, 0.595586], [-1.170506, -0.216362, 1.544577], [-1.110568, 0.036230, 2.930026], [0.303646, 0.509535, 3.338955], [0.567978, 0.764578, 4.493875], [1.086282, 0.570043, 2.318261], [-6.308266, -5.392805, 0.329346], [-4.686558, -5.851090, 0.867962], [-5.025818, -5.669632, -0.852958], [-6.806359, -3.153047, 0.804074], [-6.151415, -0.752490, 0.956282], [-2.172902, -1.762319, -0.199724], [-2.815853, -4.148955, -0.352449], [-1.346499, -0.859211, 3.517555], [-1.814661, 0.814549, 3.228946], [6.286196, -0.746636, 1.428156], [5.323163, 0.157017, 1.856885], [3.975720, -0.161984, 1.772049], [3.574517, -1.401994, 1.285615], [4.550547, -2.317257, 0.892384], [5.897845, -1.986600, 0.947403], [1.655119, -1.868314, 1.093760], [0.992368, -2.543952, 2.842583], [-0.289172, -3.081391, 2.956392], [-0.729596, -3.603301, 4.163694], [0.109089, -3.586900, 5.270435], [1.382973, -3.049238, 5.167219], [1.822840, -2.526402, 3.958023], [1.432774, -3.477261, -0.087207], [1.458993, -3.393692, -1.569396], [1.133267, -4.657092, -2.263198], [0.875563, -5.808714, -1.602828], [0.919250, -5.841725, -0.195731], [1.173790, -4.682028, 0.529717], [7.336485, -0.488976, 1.477580], [5.622650, 1.117511, 2.255974], [3.231567, 0.555474, 2.088615], [4.263736, -3.311023, 0.559523], [6.642355, -2.698911, 0.613104], [-0.945187, -3.085098, 2.089009], [-1.730190, -4.012075, 4.240211], [-0.235572, -3.989567, 6.214258], [2.035891, -3.031536, 6.030417], [2.818166, -2.104646, 3.878880], [0.680536, -2.667718, -1.872055], [1.081939, -4.615536, -3.344575], [0.642029, -6.711762, -2.152016], [0.739649, -6.772159, 0.327799], [1.168685, -4.727952, 1.611490]],
  "forces_ev_per_angstrom": [[-0.17, -0.47, 2.96], [0.13, -0.12, -0.01], [-0.09, -0.37, 0.02], [-0.47, 0.29, -0.04], [0.21, -0.81, -0.64], [-0.48, 0.84, 0.31], [0.33, 0.19, -0.34], [0.18, -0.26, 0.04], [0.43, 0.37, -0.63], [-0.01, 0.04, 0.20], [-0.04, -0.07, -0.04], [0.00, 0.02, -0.04], [0.02, 0.06, 0.00], [0.38, 0.77, 0.60], [0.33, 0.14, -0.02], [0.11, -0.23, -0.20], [0.25, -0.05, 0.23], [-0.20, 0.66, 0.25], [-0.24, -0.80, -0.93], [-0.05, 0.06, -0.07], [-0.06, 0.01, 0.01], [-0.04, 0.04, 0.05], [-0.16, 0.01, 0.05], [0.05, -0.01, -0.04], [0.04, -0.01, 0.06], [-0.01, 0.00, 0.00], [-0.03, 0.02, 0.05], [0.02, 0.11, 0.00], [-0.07, -0.04, 0.00], [0.03, -0.03, 0.03], [-0.01, -0.12, 0.01], [0.09, 0.07, -0.02], [-0.15, 0.00, 0.04], [0.11, -0.08, -0.04], [-0.02, 0.05, 0.03], [0.07, 0.20, 0.20], [0.07, -0.07, -0.05], [0.01, 0.06, 0.00], [0.10, 0.10, -0.42], [-0.17, -0.78, 0.37], [-0.19, 0.01, 0.10], [-0.23, -0.44, -1.47], [1.83, 0.53, 0.28], [-1.42, -0.30, 0.59], [0.35, 0.05, -0.24], [0.81, 0.21, -1.06], [0.00, -0.04, 0.01], [-0.04, -0.05, -0.01], [-0.01, -0.03, 0.00], [-0.02, 0.02, -0.02], [0.00, -0.01, 0.01], [-0.01, 0.04, 0.00], [0.00, 0.00, -0.03], [-0.34, -0.01, -0.23], [-0.39, 0.02, -0.26], [0.00, 0.03, 0.04], [0.05, -0.10, -0.04], [-0.07, 0.16, 0.05], [-0.42, -0.43, -0.21], [-0.06, 0.01, 0.15], [0.07, -0.10, -0.05], [-0.53, 1.00, 0.60], [0.32, -0.07, -0.54], [0.10, -0.04, 0.00], [-0.13, 0.00, -0.08], [0.02, -0.01, 0.04], [0.01, 0.04, 0.06], [-0.02, -0.05, -0.02], [0.15, 0.46, -0.48], [-0.27, -1.18, 0.78], [-0.10, 0.72, 0.04], [-0.08, -0.48, -0.16], [0.10, 0.53, -0.19], [-0.04, -0.32, 0.28], [0.00, 0.00, 0.00], [-0.02, 0.02, -0.03], [0.03, -0.01, 0.01], [0.04, -0.02, -0.02], [0.00, -0.01, 0.04], [-0.09, -0.01, 0.05], [0.01, 0.00, 0.02], [0.01, 0.00, 0.00], [-0.02, 0.02, 0.01], [0.00, 0.00, 0.04], [0.05, 0.16, 0.00], [0.08, -0.07, -0.03], [-0.01, 0.02, 0.01], [0.02, -0.03, 0.00], [0.00, -0.05, -0.03]],
  "energy_ev": -129650.1473,
  "spin_multiplicity": 2,
  "e_lumo_ev": [-3.1, -2.9],
  "gap_ev": [3.67, 3.86],
  "de_lowest_kj_mol": 571.8,
  "charge": 0
}

---

[2]
{
  "formula": "C3H5N3S2",
  "method": "wB97M-V/def2-TZVPD",
  "elements": ["N", "N", "N", "C", "S", "C", "C", "S", "H", "H", "H", "H", "H"],
  "xyz": [[1.515460, 1.715479, 0.141209], [0.675215, 0.654190, -0.089070], [-0.684136, 0.868873, 0.095671], [-1.263400, -0.369473, 0.069889], [-3.014837, -0.450870, 0.133508], [-0.298387, -1.342573, 0.055184], [0.968487, -0.677022, -0.004800], [2.528962, -1.261556, 0.087667], [2.032458, 1.509512, 0.998975], [2.194265, 1.721652, -0.616933], [-1.069097, 1.635432, -0.443504], [-3.127177, -1.595648, -0.564529], [-0.457813, -2.407997, 0.136733]],
  "forces_ev_per_angstrom": [[0.35, 0.08, 0.11], [-0.41, -0.27, -0.14], [0.00, 0.00, -0.10], [0.26, -0.53, 0.04], [0.02, -0.08, -0.08], [-0.63, 0.36, -0.02], [0.37, -0.13, 0.07], [-0.23, 0.12, -0.01], [0.05, 0.11, -0.14], [-0.03, 0.05, 0.14], [0.03, -0.05, 0.06], [0.10, 0.16, 0.09], [0.13, 0.19, -0.02]],
  "energy_ev": -29331.1821,
  "spin_multiplicity": 1,
  "e_lumo_ev": 0.4,
  "smiles": "Nn1[nH]c(S)cc1=S",
  "gap_ev": 8.41,
  "de_lowest_kj_mol": 147.0,
  "charge": 0
}

---

[3]
{
  "formula": "C25H43MnN2O2S3Se2",
  "method": "wB97M-V/def2-TZVPD",
  "elements": ["Mn", "C", "C", "S", "C", "C", "S", "C", "C", "S", "H", "H", "H", "H", "H", "H", "H", "H", "H", "H", "H", "H", "C", "Se", "C", "C", "Se", "C", "H", "H", "H", "H", "H", "H", "H", "H", "H", "H", "C", "C", "C", "C", "O", "H", "H", "H", "H", "H", "H", "H", "H", "H", "C", "N", "N", "C", "O", "C", "C", "C", "C", "C", "C", "C", "C", "C", "H", "H", "H", "H", "H", "H", "H", "H", "H", "H", "H", "H"],
  "xyz": [[-1.020324, 0.015808, 0.003834], [-0.522242, -2.144576, -3.132632], [-1.008330, -3.275101, -2.241384], [-0.865574, -2.844975, -0.495913], [-2.438250, -3.409738, 0.176437], [-3.678724, -2.765336, -0.434959], [-3.630361, -0.956869, -0.354818], [-4.046654, -0.482606, -2.043173], [-3.094705, -0.943351, -3.153169], [-1.335894, -0.549952, -2.904983], [-0.570909, -2.446065, -4.179044], [0.520156, -1.911240, -2.904553], [-0.403125, -4.161159, -2.431880], [-2.043955, -3.541729, -2.441706], [-2.370224, -3.161444, 1.237505], [-2.489385, -4.495635, 0.092082], [-4.552907, -3.092236, 0.126702], [-3.824457, -3.073097, -1.468449], [-4.090692, 0.607350, -2.002675], [-5.051952, -0.842625, -2.262878], [-3.400242, -0.463204, -4.081650], [-3.175098, -2.016782, -3.313342], [-5.133067, 3.417827, 0.951853], [-3.824112, 2.031942, 1.338195], [-2.276827, 3.215420, 1.356587], [-1.987561, 3.781526, -0.024417], [-1.474578, 2.374903, -1.273400], [0.352882, 2.951299, -1.574546], [-4.934458, 4.295332, 1.564510], [-6.103471, 3.010878, 1.225203], [-5.139642, 3.684723, -0.101692], [-1.459857, 2.598171, 1.725654], [-2.470203, 4.014433, 2.071676], [-1.173253, 4.505934, -0.032538], [-2.864093, 4.257555, -0.454057], [0.355292, 3.845155, -2.191779], [0.863458, 2.136964, -2.079437], [0.827188, 3.137213, -0.615525], [-0.955392, 1.263797, 3.927271], [-1.163400, -0.076101, 3.228497], [0.035796, -0.981543, 3.494882], [-2.430963, -0.737893, 3.759124], [-1.320525, 0.140699, 1.860205], [-0.818764, 1.132977, 5.003756], [-1.823715, 1.909744, 3.770788], [-0.068731, 1.761053, 3.523861], [0.233151, -1.084934, 4.564935], [0.925732, -0.567389, 3.014421], [-0.148838, -1.980490, 3.083857], [-2.335810, -0.996438, 4.817019], [-2.628805, -1.654335, 3.195271], [-3.288425, -0.070266, 3.637064], [5.689212, -0.830910, 0.370533], [4.292200, -1.197615, 0.175511], [3.368890, -0.296188, -0.310798], [2.097303, -0.727080, 0.001793], [1.082294, -0.121749, -0.444509], [2.273257, -1.904759, 0.774787], [3.618776, -2.138189, 0.867227], [4.348868, -3.189085, 1.629115], [3.727782, 0.699756, -1.264489], [3.387797, 2.015171, -1.008232], [3.719243, 2.994601, -1.932516], [4.401590, 2.658179, -3.093249], [4.748647, 1.334616, -3.335330], [4.404142, 0.347628, -2.424013], [5.930227, 0.014682, -0.264414], [6.322686, -1.667112, 0.088258], [5.883474, -0.557827, 1.408380], [1.489575, -2.505765, 1.197898], [3.635976, -3.877566, 2.075508], [4.944960, -2.748514, 2.430364], [5.022414, -3.753425, 0.982521], [2.878839, 2.258155, -0.085767], [3.457317, 4.026716, -1.736351], [4.669134, 3.426429, -3.806904], [5.279438, 1.067072, -4.239637], [4.650799, -0.690812, -2.612275]],
  "forces_ev_per_angstrom": [[0.13, -0.51, -0.16], [0.02, 0.02, 0.01], [0.05, -0.02, 0.03], [0.20, 0.00, 0.39], [-0.05, 0.01, -0.03], [0.08, -0.04, 0.04], [-0.02, 0.15, 0.17], [0.21, -0.05, -0.08], [-0.05, 0.07, -0.04], [-0.07, 0.13, 0.08], [-0.03, 0.02, -0.02], [0.03, -0.05, -0.04], [-0.01, -0.02, -0.03], [0.01, 0.01, -0.09], [-0.01, -0.02, 0.00], [-0.08, 0.00, 0.03], [-0.03, -0.05, -0.02], [0.00, -0.03, -0.03], [0.00, 0.00, 0.00], [-0.02, 0.04, -0.08], [-0.06, -0.02, -0.04], [-0.01, -0.02, 0.00], [-0.06, 0.00, 0.01], [0.11, 0.07, 0.05], [0.00, 0.09, -0.18], [-0.04, -0.10, 0.20], [-0.09, 0.02, -0.11], [-0.07, -0.02, -0.10], [-0.02, -0.02, 0.00], [-0.04, 0.03, -0.03], [-0.02, 0.03, 0.00], [0.00, 0.07, -0.07], [-0.01, 0.05, 0.02], [0.02, 0.00, 0.09], [-0.04, 0.10, 0.02], [0.02, 0.01, -0.01], [0.02, 0.00, -0.01], [-0.02, -0.01, 0.00], [0.01, 0.10, 0.14], [-0.12, -0.05, 0.05], [0.08, -0.08, -0.07], [-0.16, -0.04, 0.12], [0.09, 0.05, -0.21], [0.00, 0.02, -0.04], [0.06, -0.07, 0.05], [-0.01, 0.00, 0.02], [-0.02, -0.01, -0.04], [0.00, 0.00, 0.02], [0.02, 0.05, -0.01], [-0.03, 0.00, -0.03], [0.01, 0.01, 0.04], [0.08, -0.06, -0.01], [-0.12, 0.04, 0.09], [0.22, -0.05, -0.17], [-0.06, 0.15, 0.07], [0.00, 0.23, -0.29], [-0.02, -0.06, 0.12], [-0.15, 0.00, 0.03], [0.07, -0.09, 0.15], [-0.04, -0.01, -0.03], [-0.06, -0.11, 0.04], [0.13, 0.08, 0.05], [0.04, 0.04, 0.00], [0.00, -0.03, 0.02], [-0.01, -0.01, 0.01], [-0.03, -0.05, -0.11], [-0.02, 0.00, -0.05], [0.01, -0.04, 0.00], [-0.02, 0.01, 0.02], [0.00, 0.02, -0.01], [0.01, 0.00, -0.01], [-0.01, 0.01, 0.00], [-0.02, 0.01, 0.00], [0.01, 0.00, 0.00], [0.00, -0.02, -0.01], [-0.01, -0.02, 0.01], [-0.01, 0.01, 0.02], [0.00, 0.02, 0.02]],
  "energy_ev": -228213.1725,
  "spin_multiplicity": 6,
  "e_lumo_ev": [-1.8, -1.8],
  "gap_ev": [8.51, 8.54],
  "de_lowest_kj_mol": 0.0,
  "charge": 1
}

---

[4]
{
  "formula": "C4H7NO",
  "method": "wB97M-V/def2-TZVPD",
  "elements": ["C", "O", "C", "C", "N", "C", "H", "H", "H", "H", "H", "H", "H"],
  "xyz": [[-1.119117, -0.686861, 0.240027], [0.055060, -1.393240, -0.136336], [1.174421, -0.589072, 0.214011], [0.700297, 0.840868, 0.034189], [-0.046793, 1.102267, -1.187896], [-0.777867, 0.775567, 0.028120], [-1.370317, -0.860096, 1.299063], [-1.939045, -1.059077, -0.383215], [1.485149, -0.765639, 1.255895], [1.995669, -0.869029, -0.454536], [1.268354, 1.665515, 0.457232], [-0.002775, 0.289029, -1.801300], [-1.423039, 1.549766, 0.434748]],
  "forces_ev_per_angstrom": [[-0.17, 0.09, -0.01], [0.00, -0.08, 0.03], [0.17, 0.11, -0.01], [0.16, -0.01, 0.19], [-0.01, -0.06, -0.24], [-0.16, -0.03, 0.20], [0.03, 0.03, -0.15], [0.11, 0.07, 0.08], [-0.06, 0.05, -0.13], [-0.09, 0.04, 0.12], [-0.09, -0.16, -0.08], [-0.02, 0.09, 0.06], [0.12, -0.14, -0.03]],
  "energy_ev": -7797.6356,
  "spin_multiplicity": 1,
  "e_lumo_ev": 1.1,
  "smiles": "C1OC[C@H]2N[C@@H]12",
  "gap_ev": 10.69,
  "de_lowest_kj_mol": 193.8,
  "charge": 0
}

---

[5]
{
  "formula": "C5H13NO",
  "method": "wB97M-V/def2-TZVPD",
  "elements": ["C", "N", "C", "C", "C", "C", "O", "H", "H", "H", "H", "H", "H", "H", "H", "H", "H", "H", "H", "H"],
  "xyz": [[1.992401, -1.445539, 1.070033], [1.824983, -0.306796, 0.119455], [0.822916, 0.804948, 0.496057], [-0.079281, 1.074554, -0.791221], [-1.147738, -0.119945, -0.737958], [-2.444636, 0.398515, 0.180102], [-1.901853, -0.144922, -1.970381], [2.565203, -1.208702, 2.034943], [1.089648, -1.819664, 1.494277], [2.638701, -2.215867, 0.567503], [2.781520, -0.054425, -0.212399], [0.183975, 0.554838, 1.319554], [1.471737, 1.597320, 0.826325], [0.687481, 0.776249, -1.601873], [-0.738816, 1.949868, -0.933450], [-0.675671, -1.055254, -0.397403], [-2.704634, 1.434185, 0.046138], [-1.852485, 0.484379, 1.179170], [-3.208692, -0.376107, 0.104122], [-1.304759, -0.327641, -2.792991]],
  "forces_ev_per_angstrom": [[2.35, 1.05, 0.38], [-0.74, -0.93, 0.88], [1.67, -0.21, -1.90], [0.72, -3.36, 0.33], [-2.55, 3.62, -0.33], [4.96, -1.46, 1.79], [2.39, -1.29, -2.49], [-0.36, 0.19, -1.11], [-1.03, -0.50, -0.50], [-1.04, 0.42, 0.42], [-1.55, 0.52, 0.57], [0.01, -0.65, 0.55], [-0.28, 0.98, -0.01], [-1.58, 1.13, 0.61], [1.19, 0.05, 0.16], [-0.50, 0.13, -0.30], [-0.41, 0.08, -1.00], [-1.88, -0.68, -0.78], [-0.03, 0.50, 0.42], [-1.35, 0.41, 2.31]],
  "energy_ev": -8930.9607,
  "spin_multiplicity": 1,
  "e_lumo_ev": 1.0,
  "smiles": "CNCC[C@@H](C)O",
  "gap_ev": 9.66,
  "de_lowest_kj_mol": 294.3,
  "charge": 0
}

---

[6]
{
  "formula": "C4H9NO",
  "method": "wB97M-V/def2-TZVPD",
  "elements": ["C", "C", "O", "N", "C", "C", "H", "H", "H", "H", "H", "H", "H", "H", "H"],
  "xyz": [[-1.621657, 1.285154, 0.231122], [-1.187151, -0.164387, -0.030349], [-1.895549, -1.099853, -0.209401], [0.448908, -0.342267, 0.321202], [0.846418, -1.681432, 0.134876], [1.300988, 0.705410, -0.316705], [-2.675883, 1.319167, 0.186711], [-1.297144, 1.765304, 1.227493], [-1.421135, 1.829300, -0.598855], [1.446831, -2.140846, 1.078969], [-0.038804, -2.435896, -0.040169], [1.552216, -1.894552, -0.725834], [0.798940, 1.598328, -0.005339], [2.276219, 0.770482, 0.123829], [1.466805, 0.486081, -1.377553]],
  "forces_ev_per_angstrom": [[-0.07, -1.59, 2.77], [3.50, 0.59, 2.23], [0.39, 0.26, -0.25], [-3.45, 0.91, -1.38], [1.13, -4.08, 0.75], [-1.05, -1.49, 0.74], [-1.43, -0.41, 0.46], [-0.07, -0.99, -1.82], [1.50, 2.12, -2.34], [-1.37, 1.18, -1.86], [1.45, 1.74, 0.46], [-0.69, 0.62, 0.59], [-0.04, 0.93, -0.82], [0.56, -0.37, 0.57], [-0.38, 0.57, -0.09]],
  "energy_ev": -7829.7948,
  "spin_multiplicity": 1,
  "e_lumo_ev": 0.9,
  "smiles": "CC(=O)N(C)C",
  "gap_ev": 9.63,
  "de_lowest_kj_mol": 243.6,
  "charge": 0
}